1.
A 2-piece molecular cluster, C8H16INO5 overall in a non-equilibrium geometry. Source: the Open Molecules 2025 dataset; level of theory: ωB97M-V with the def2-TZVPD basis set.

Structure (XYZ):
```
31
Properties=species:S:1:pos:R:3:lowdin_charge:R:1
I 2.81 -4.15 -3.58 0.81
O 1.42 -1.91 -1.96 -0.17
O -0.12 -0.17 -1.13 -0.10
O -0.93 7.59 2.56 0.04
O -1.00 5.47 2.66 -0.10
O -0.39 6.50 0.72 -0.07
N -0.30 -4.01 -0.69 0.00
C -0.14 2.85 0.90 -0.13
C 2.04 -3.21 -1.71 -0.66
C -0.31 0.25 0.30 -0.21
C -1.15 1.66 0.39 -0.20
C -0.82 -2.70 -1.20 -0.03
C 1.17 -4.28 -0.85 -0.17
C -0.75 6.45 1.91 -0.91
C 0.37 -1.58 -0.98 -0.28
H -1.97 1.51 1.24 0.12
H 1.27 -5.33 -1.40 0.12
H 1.70 -4.44 0.21 0.17
H 0.89 -1.66 0.09 0.17
H 3.03 -2.99 -1.08 0.13
H -0.66 3.89 0.78 0.07
H -0.98 -2.83 -2.38 0.18
H 0.88 2.88 0.28 0.09
H -1.18 7.12 3.37 0.09
H -1.86 -2.36 -0.73 0.18
H -1.67 1.88 -0.65 0.13
H -0.87 -4.81 -1.12 0.20
H 0.75 0.41 0.83 0.14
H -0.54 -4.05 0.34 0.20
H -0.87 -0.62 0.85 0.11
H 0.19 2.66 2.03 0.10
```

Output
Strongest force on any atom = 4.35 eV Å⁻¹
Energy = -28375.9192 eV
HOMO level = -0.2131 Eh
Frontier orbital gap = 3.43 eV

---

2.
One molecule with the formula C8H16N2 in a non-equilibrium geometry. Source: the Open Molecules 2025 dataset; level of theory: ωB97M-V with the def2-TZVPD basis set.

Structure (XYZ):
```
26
Properties=species:S:1:pos:R:3:lowdin_charge:R:1
N 0.42 1.98 -0.98 -0.19
N -0.10 -0.18 -1.11 -0.11
C 0.11 -1.63 -0.76 -0.17
C 1.23 3.04 -0.37 -0.07
C -1.22 0.48 -0.48 -0.08
C 0.65 -1.91 0.63 -0.22
C -1.44 -2.24 1.95 -0.13
C 1.08 0.70 -1.01 -0.17
C -0.87 1.79 -0.46 -0.12
C -0.13 -1.57 1.89 -0.28
H -0.34 -0.50 1.89 0.09
H 1.56 2.75 0.63 0.08
H 0.83 -2.05 -1.50 0.12
H -2.08 -2.00 1.12 0.05
H 1.61 0.48 -0.07 0.11
H -1.94 -2.05 2.89 0.07
H -1.52 2.65 -0.27 0.11
H 0.41 -1.82 2.81 0.11
H 0.65 3.96 -0.34 0.08
H 1.64 -1.44 0.69 0.10
H -1.27 -3.32 1.91 0.08
H 2.10 3.20 -1.01 0.08
H 1.77 0.59 -1.86 0.13
H -2.13 -0.05 -0.25 0.10
H -0.85 -2.10 -0.95 0.11
H 0.81 -2.98 0.63 0.10
```

Output
Strongest force on any atom = 2.75 eV Å⁻¹
Energy = -11534.2405 eV
HOMO level = -0.2522 Eh
SMILES = CCCCN1C=CN(C)C1
Relative energy (zero: lowest compared OMol25 entry of this formula, charge and spin) = 168.3 kJ/mol
Frontier orbital gap = 7.97 eV

---

3.
An isolated ion of composition C8H16N3O3S and charge +1 in a non-equilibrium geometry. Source: the Open Molecules 2025 dataset; level of theory: ωB97M-V with the def2-TZVPD basis set.

Structure (XYZ):
```
31
Properties=species:S:1:pos:R:3:lowdin_charge:R:1
S -2.19 -0.84 -0.09 1.00
O 0.77 -0.27 -2.40 0.09
O -1.55 2.74 -1.26 0.10
O 0.96 -0.15 2.68 -0.13
N 1.09 -0.17 -0.12 0.10
N -1.16 1.97 0.84 0.20
N -1.70 0.29 -2.45 0.02
C -2.82 -0.60 -2.55 -0.21
C -3.52 -0.53 -1.21 -0.43
C -1.25 1.86 -0.49 -0.48
C 2.48 -0.49 0.09 -0.13
C 2.93 0.15 1.38 -0.15
C 0.44 0.00 -1.28 -0.39
C -1.17 0.36 -1.07 -0.43
C 2.34 -0.37 2.72 -0.25
H 2.92 0.32 3.61 0.19
H 3.94 0.10 1.51 0.08
H -1.66 1.25 1.41 0.11
H 2.56 -1.56 0.02 0.14
H -0.80 0.04 -3.13 0.23
H 2.70 1.23 1.31 0.14
H -2.53 -1.63 -2.82 0.16
H 0.51 -0.89 3.21 0.15
H 0.73 -0.08 0.80 0.08
H 3.02 -0.10 -0.64 0.09
H -3.66 -0.32 -3.22 0.15
H -1.31 2.84 1.17 0.08
H -1.94 1.35 -2.52 0.19
H -3.95 0.41 -0.86 0.10
H 2.47 -1.47 2.74 0.13
H -4.15 -1.35 -1.11 0.07
```

Output
Strongest force on any atom = 4.56 eV Å⁻¹
Energy = -29996.2606 eV
HOMO level = -0.4811 Eh
SMILES = NC(=O)[C@]1(C(=O)NCCCO)[NH2+]CCS1
Relative energy (zero: lowest compared OMol25 entry of this formula, charge and spin) = 0.0 kJ/mol
Charge = +1
Frontier orbital gap = 10.35 eV